# 1
Entry from the Open Molecules 2025 dataset: a 2-piece molecular cluster, C6H7BrNO overall at a distorted geometry (ωB97M-V with the def2-TZVPD basis set).

Structure (XYZ):
```
16
Properties=species:S:1:pos:R:3:forces:R:3
C 1.688 -0.944 -0.037 -0.26 3.14 -0.21
C 0.949 0.264 0.056 2.24 -1.55 0.58
C 1.070 -2.243 -0.153 0.54 -0.15 0.34
C -0.452 0.329 0.046 -3.51 -0.23 -2.14
C -0.208 -2.540 -0.123 -0.11 6.25 0.36
C -1.115 1.660 -0.078 -0.95 1.33 0.69
N -1.282 -0.692 -0.119 3.50 -4.78 0.12
O -2.486 -0.901 -0.280 0.26 1.26 0.18
Br 0.763 4.693 1.176 0.05 -0.13 -0.04
H 2.805 -0.860 -0.161 -1.40 -0.27 0.44
H 1.353 1.327 0.226 0.06 -1.91 -0.50
H 1.774 -3.054 -0.170 0.37 -0.60 -0.27
H -1.011 -3.114 -0.350 -1.82 -2.04 -0.37
H -0.829 2.408 -0.888 0.05 -1.36 0.96
H -0.783 2.061 0.873 -0.17 1.26 0.07
H -2.236 1.607 -0.017 1.15 -0.21 -0.22
```
Positions in Å, forces in eV/Å.

Values from the calculation:
Total charge: -1
ΔE to the lowest compared entry with this formula, charge and spin: 0.0000 eV
2S+1: 1
Kohn-Sham gap: 6.254 eV

Calculated atomic charges, method natural (NBO), unit e:
1 C -0.261
2 C -0.158
3 C -0.300
4 C 0.058
5 C -0.034
6 C -0.679
7 N 0.160
8 O -0.459
9 Br -0.991
10 H 0.219
11 H 0.278
12 H 0.214
13 H 0.206
14 H 0.253
15 H 0.266
16 H 0.227

=====

# 2
Entry from the Open Molecules 2025 dataset: one molecule with the formula C7H7ClNPS2 at a distorted geometry (ωB97M-V with the def2-TZVPD basis set).

Structure (XYZ):
```
19
Properties=species:S:1:pos:R:3:forces:R:3
C 0.539 0.151 -1.939 -0.44 -0.66 -0.41
C 0.077 -1.094 -2.297 0.31 0.00 1.71
C 0.769 0.394 -0.627 0.65 3.25 2.46
C -0.139 -2.114 -1.396 1.16 3.72 1.61
C 0.456 -0.541 0.295 -0.42 -0.79 4.40
C 0.039 -1.829 -0.057 0.54 0.20 0.64
C -0.111 0.831 2.540 1.13 2.15 1.78
N 0.541 -0.257 1.928 0.78 -3.30 -4.58
P 0.781 -1.711 2.679 -0.34 -0.66 0.82
S 0.131 -1.913 4.536 0.69 0.20 -1.78
S -0.084 -3.053 1.196 0.20 0.62 0.90
Cl 2.827 -2.065 2.418 -0.76 0.09 0.14
H 0.629 0.918 -2.650 0.37 0.80 -0.90
H -0.092 -1.342 -3.261 -0.48 -0.38 -3.17
H 1.105 1.401 -0.181 -0.42 -1.51 -1.18
H -0.395 -3.023 -1.703 -1.11 -3.68 -1.23
H 0.751 1.346 3.217 -2.44 -0.96 -1.01
H -0.189 1.558 1.673 -1.05 -0.51 1.41
H -1.027 0.461 3.198 1.65 1.41 -1.61
```
Positions in Å, forces in eV/Å.

Values from the calculation:
Total charge: 0
2S+1: 1
SMILES: CN1c2ccccc2S[P@@]1(=S)Cl
Kohn-Sham gap: 9.104 eV

Calculated atomic charges, method natural (NBO), unit e:
1 C -0.217
2 C -0.175
3 C -0.219
4 C -0.207
5 C 0.156
6 C -0.193
7 C -0.430
8 N -0.827
9 P 1.249
10 S -0.476
11 S 0.063
12 Cl -0.270
13 H 0.223
14 H 0.209
15 H 0.231
16 H 0.215
17 H 0.207
18 H 0.222
19 H 0.237

=====

# 3
Entry from the Open Molecules 2025 dataset: one molecule with the formula C4H5ClO at a distorted geometry (ωB97M-V with the def2-TZVPD basis set).

Structure (XYZ):
```
11
Properties=species:S:1:pos:R:3:forces:R:3
C 0.209 0.869 -0.074 -0.25 0.67 -0.12
C -0.592 -0.394 -0.057 -0.91 -0.46 -1.74
C -0.862 -1.273 0.891 2.42 2.93 2.78
C -1.096 -0.810 -1.398 0.55 1.07 -1.53
H -0.493 1.796 -0.129 1.23 -1.58 0.61
H 0.812 0.930 -0.996 -0.15 -0.18 0.56
H -0.367 -1.087 1.884 -0.63 -0.47 -0.95
H -1.651 -1.923 0.891 -1.49 -2.03 -0.61
H -1.959 -1.555 -1.384 0.89 0.59 -0.32
O -0.560 -0.370 -2.423 -1.51 -1.20 1.60
Cl 1.305 0.850 1.350 -0.16 0.66 -0.29
```
Positions in Å, forces in eV/Å.

Values from the calculation:
Total charge: 0
ΔE to the lowest compared entry with this formula, charge and spin: 0.6534 eV
2S+1: 1
SMILES: C=C(C=O)CCl
Kohn-Sham gap: 10.277 eV

Calculated atomic charges, method natural (NBO), unit e:
1 C -0.408
2 C -0.139
3 C -0.313
4 C 0.400
5 H 0.244
6 H 0.258
7 H 0.216
8 H 0.205
9 H 0.128
10 O -0.535
11 Cl -0.057

=====

# 4
Entry from the Open Molecules 2025 dataset: one molecule with the formula C4H8OS at a distorted geometry (ωB97M-V with the def2-TZVPD basis set).

Structure (XYZ):
```
14
Properties=species:S:1:pos:R:3:forces:R:3
C 0.791 -1.406 1.315 -0.89 2.40 -2.42
C 0.046 1.132 0.341 1.91 -0.02 1.04
C 0.613 0.467 -0.948 0.34 1.87 1.70
C -0.263 -0.437 -1.661 -0.68 0.24 -0.72
H 1.140 -1.451 0.216 -0.50 -0.47 2.14
H 1.480 -0.944 1.957 1.51 0.59 0.49
H 0.527 -2.294 1.793 -0.70 -1.65 0.18
H -0.707 1.895 0.107 -0.06 -0.56 -0.06
H 0.855 1.706 0.956 -1.19 -1.15 -1.17
H 1.771 0.380 -0.973 -2.11 0.01 -0.29
H 0.280 -1.167 -2.197 0.30 -0.78 -1.02
H -1.319 -0.715 -1.476 0.91 0.44 0.57
O -0.057 0.923 -2.117 0.62 -0.68 -0.29
S -0.668 -0.208 1.392 0.55 -0.25 -0.15
```
Positions in Å, forces in eV/Å.

Values from the calculation:
Total charge: 0
ΔE to the lowest compared entry with this formula, charge and spin: 2.3148 eV
2S+1: 1
SMILES: CSC[C@H]1CO1
Kohn-Sham gap: 9.446 eV

Calculated atomic charges, method natural (NBO), unit e:
1 C -0.702
2 C -0.554
3 C 0.028
4 C -0.129
5 H 0.219
6 H 0.209
7 H 0.224
8 H 0.251
9 H 0.217
10 H 0.199
11 H 0.175
12 H 0.213
13 O -0.490
14 S 0.139

=====

| no. | HOMO level (eV) |
| --- | --- |
| 1 | -3.78 |
| 2 | -8.86 |
| 3 | -10.11 |
| 4 | -8.56 |